*A*
The following is a DFT calculation (ωB97M-V with the def2-TZVPD basis set) of C36H38N3O2P2PbS as an isolated structure.

XYZ file:
```
83
Properties=species:S:1:pos:R:3:lowdin_charge:R:1
Pb 0.131 -0.817 0.581 1.164
N -1.281 1.315 -0.160 0.013
C -2.219 1.218 -1.237 -0.301
C -2.576 2.323 -2.000 -0.014
C -3.507 2.202 -3.018 -0.026
C -4.094 0.973 -3.294 -0.032
C -3.725 -0.144 -2.567 -0.047
C -2.788 -0.025 -1.536 -0.308
P -2.306 -1.517 -0.641 1.027
C -3.490 -1.885 0.647 -0.378
C -4.475 -0.956 0.989 -0.059
C -5.360 -1.258 2.011 -0.035
C -5.249 -2.459 2.700 -0.020
C -4.256 -3.376 2.368 -0.039
C -3.367 -3.088 1.352 -0.105
C -2.232 -2.830 -1.864 -0.377
C -1.255 -2.720 -2.860 -0.100
C -1.201 -3.657 -3.874 -0.048
C -2.112 -4.709 -3.893 -0.027
C -3.078 -4.820 -2.902 -0.035
C -3.140 -3.890 -1.877 -0.063
H -1.755 1.412 0.738 0.094
H -0.657 2.107 -0.265 0.049
H -2.148 3.294 -1.775 0.106
H -3.793 3.075 -3.590 0.127
H -4.837 0.884 -4.074 0.127
H -4.163 -1.107 -2.797 0.124
H -4.563 -0.022 0.448 0.114
H -6.140 -0.554 2.267 0.126
H -5.941 -2.681 3.502 0.127
H -4.186 -4.313 2.905 0.122
H -2.588 -3.795 1.084 0.100
H -0.557 -1.889 -2.839 0.101
H -0.452 -3.575 -4.651 0.119
H -2.068 -5.443 -4.687 0.125
H -3.791 -5.632 -2.930 0.125
H -3.903 -3.967 -1.114 0.110
C 0.720 -4.510 1.816 -0.237
P 1.196 -2.833 2.352 0.728
C 3.005 -2.913 2.563 -0.246
C 0.556 -2.677 4.046 -0.242
H 1.183 -5.236 2.487 0.071
H 1.055 -4.703 0.797 0.056
H -0.362 -4.623 1.865 0.038
H 3.232 -3.668 3.317 0.068
H 3.390 -1.953 2.905 0.035
H 3.494 -3.183 1.627 0.056
H 1.057 -3.412 4.679 0.069
H -0.519 -2.847 4.062 0.053
H 0.755 -1.677 4.432 0.055
C 5.289 5.222 -0.510 -0.012
O 4.239 4.298 -0.842 -0.081
C 3.011 4.527 -0.349 -0.211
C 2.750 5.401 0.706 0.024
C 1.454 5.681 1.090 -0.016
C 0.373 5.124 0.407 -0.041
C 0.611 4.249 -0.628 -0.029
C 1.913 3.904 -0.986 -0.156
N 2.118 3.053 -2.103 0.181
C 3.002 2.110 -2.213 0.071
C 3.680 1.491 -1.101 -0.101
C 5.028 1.195 -1.208 0.029
C 5.751 0.744 -0.106 0.031
C 5.117 0.560 1.137 -0.008
C 3.768 0.741 1.251 0.041
C 2.971 1.163 0.136 -0.342
O 1.713 1.207 0.213 -0.130
H 6.134 4.950 -1.136 0.104
H 5.576 5.133 0.538 0.103
H 4.992 6.247 -0.733 0.114
H 3.578 5.876 1.214 0.124
H 1.280 6.358 1.915 0.130
H -0.637 5.389 0.685 0.123
H -0.221 3.822 -1.178 0.088
H 1.595 3.306 -2.937 0.195
H 3.200 1.751 -3.219 0.171
H 5.532 1.390 -2.147 0.145
H 6.811 0.547 -0.198 0.137
H 5.699 0.255 1.996 0.133
H 3.245 0.555 2.182 0.130
S -2.465 0.638 4.473 0.733
C -1.667 0.067 3.244 -0.980
N -1.078 -0.391 2.312 -0.190
```

Frontier orbital gap (alpha / beta): 4.528 / 4.562 eV
Net charge: +3
LUMO (alpha / beta): -10.9 / -10.8 eV

---

*B*
The following is a DFT calculation (ωB97M-V with the def2-TZVPD basis set) of C36H38N3O2P2PbS as an isolated structure.

XYZ file:
```
83
Properties=species:S:1:pos:R:3:lowdin_charge:R:1
Pb 0.678 1.520 1.647 1.086
N 0.297 0.984 4.086 -0.048
C -0.492 -0.190 4.447 -0.305
C -0.753 -0.448 5.787 -0.008
C -1.545 -1.522 6.156 -0.022
C -2.108 -2.334 5.184 -0.029
C -1.852 -2.088 3.849 -0.076
C -1.015 -1.035 3.471 -0.316
P -0.681 -0.776 1.697 0.968
C -2.378 -0.650 1.047 -0.362
C -2.887 -1.511 0.084 -0.073
C -4.221 -1.411 -0.279 -0.058
C -5.039 -0.463 0.314 -0.049
C -4.523 0.419 1.253 -0.052
C -3.192 0.330 1.616 -0.101
C 0.029 -2.312 1.034 -0.367
C 0.190 -3.470 1.787 -0.062
C 0.669 -4.620 1.181 -0.037
C 1.000 -4.614 -0.164 -0.040
C 0.883 -3.445 -0.903 -0.065
C 0.405 -2.292 -0.310 -0.122
H 1.181 0.946 4.596 0.097
H -0.194 1.801 4.456 0.108
H -0.346 0.200 6.548 0.127
H -1.729 -1.712 7.203 0.127
H -2.748 -3.153 5.474 0.126
H -2.309 -2.708 3.090 0.124
H -2.256 -2.265 -0.364 0.101
H -4.626 -2.094 -1.010 0.115
H -6.085 -0.421 0.056 0.119
H -5.162 1.162 1.707 0.119
H -2.783 1.013 2.350 0.101
H -0.061 -3.484 2.836 0.101
H 0.770 -5.528 1.756 0.123
H 1.353 -5.517 -0.634 0.121
H 1.168 -3.436 -1.943 0.099
H 0.313 -1.373 -0.874 0.096
C 4.302 2.107 1.139 -0.259
P 3.305 0.635 1.597 0.673
C 4.006 0.146 3.218 -0.250
C 3.967 -0.661 0.482 -0.242
H 5.354 1.915 1.347 0.064
H 3.987 2.980 1.709 0.047
H 4.184 2.314 0.076 0.045
H 5.090 0.087 3.137 0.064
H 3.618 -0.828 3.509 0.054
H 3.752 0.878 3.982 0.044
H 5.056 -0.610 0.482 0.064
H 3.599 -0.522 -0.533 0.041
H 3.655 -1.641 0.842 0.049
C -1.205 -2.991 -4.654 -0.017
O -1.110 -1.658 -4.161 -0.085
C 0.059 -1.006 -4.218 -0.208
C 1.283 -1.555 -4.597 0.013
C 2.409 -0.756 -4.651 -0.022
C 2.351 0.599 -4.322 -0.045
C 1.157 1.162 -3.933 0.002
C 0.002 0.374 -3.863 -0.145
N -1.266 0.856 -3.611 0.179
C -1.721 1.981 -3.147 0.074
C -0.998 3.043 -2.486 -0.107
C -1.431 4.325 -2.603 0.012
C -0.806 5.449 -1.895 -0.431
C 0.525 5.155 -1.343 -0.049
C 0.930 3.890 -1.172 -0.010
C 0.108 2.743 -1.541 -0.409
O 0.271 1.624 -1.058 -0.076
H -2.260 -3.248 -4.584 0.109
H -0.617 -3.679 -4.045 0.097
H -0.884 -3.048 -5.695 0.114
H 1.354 -2.590 -4.888 0.123
H 3.344 -1.176 -4.989 0.127
H 3.234 1.212 -4.411 0.120
H 1.096 2.224 -3.756 0.117
H -1.964 0.162 -3.902 0.186
H -2.786 2.139 -3.272 0.167
H -2.275 4.553 -3.240 0.149
H -0.853 6.390 -2.452 0.140
H 1.136 5.989 -1.031 0.143
H 1.875 3.660 -0.703 0.116
S -1.979 5.849 -0.427 1.093
C -1.575 4.491 0.443 -0.601
N -1.225 3.538 0.988 0.066
```

Frontier orbital gap: 6.552 eV
Net charge: +3
LUMO: -9.3 eV

---

Relative energies in kcal/mol: *A* 34.4; *B* 0.0

---

*A*
The following is a DFT calculation (ωB97M-V with the def2-TZVPD basis set) of an isolated ion of composition C7H12N3O and charge +1.

XYZ file:
```
23
Properties=species:S:1:pos:R:3:nbo_charge:R:1
C 1.836 0.220 0.027 -0.498
C -1.398 -0.135 0.259 0.353
C 1.656 -1.183 -0.043 0.640
C 3.103 0.670 0.102 0.178
C -1.945 0.989 0.524 -0.186
C -2.517 1.879 -0.509 -0.619
C -1.889 -2.397 0.056 -0.394
N 0.344 -1.737 0.049 -0.442
N -0.920 -1.279 0.109 -0.083
N 3.371 1.968 0.141 -0.732
O 2.448 -2.059 -0.255 -0.560
H 0.939 0.948 0.135 0.212
H 3.886 0.028 0.062 0.227
H -2.183 1.296 1.500 0.266
H -3.505 2.129 -0.443 0.250
H -2.292 1.297 -1.514 0.224
H -1.930 2.890 -0.440 0.251
H -1.579 -3.134 0.647 0.228
H -2.685 -1.960 0.542 0.235
H -1.952 -2.857 -0.918 0.242
H 0.294 -2.648 -0.390 0.409
H 2.740 2.687 -0.111 0.394
H 4.179 2.389 0.471 0.405
```

Frontier orbital gap: 8.559 eV
Net charge: +1
SMILES: CC=C=[N+](C)NC(=O)/C=C/N
LUMO: -3.7 eV

---

*B*
The following is a DFT calculation (ωB97M-V with the def2-TZVPD basis set) of a 2-piece molecular cluster, C7H12N3O overall.

XYZ file:
```
23
Properties=species:S:1:pos:R:3:nbo_charge:R:1
C 2.243 2.551 3.508 0.082
C 1.957 1.527 2.627 0.017
C 0.891 2.040 1.880 0.026
C 0.195 1.390 0.756 -0.523
C 1.166 0.409 0.168 0.019
C 0.828 -0.587 -0.746 0.281
C 1.860 -1.175 -1.658 -0.677
N 0.442 3.156 2.425 -0.105
N -2.699 -0.245 0.151 -1.042
N -0.460 -0.782 -0.844 -0.637
O 1.332 3.448 3.435 -0.232
H 3.034 2.736 4.247 0.236
H -0.713 0.940 0.971 0.255
H -0.198 2.042 0.019 0.275
H 2.259 0.455 0.295 0.228
H 1.373 -1.934 -2.228 0.235
H 2.771 -1.677 -1.065 0.271
H 2.357 -0.497 -2.317 0.270
H -3.286 0.232 -0.562 0.400
H -2.899 -1.217 0.058 0.389
H -1.304 -0.338 -0.253 0.431
H -3.255 0.067 0.919 0.409
H -0.771 -1.388 -1.557 0.392
```

Frontier orbital gap (alpha / beta): 7.215 / 8.062 eV
Net charge: +1
LUMO (alpha / beta): -5.8 / -4.6 eV

---

Relative energies in kcal/mol: *A* 0.0; *B* 41.1

---

*A*
The following is a DFT calculation (ωB97M-V with the def2-TZVPD basis set) of C4H10NP as an isolated structure.

XYZ file:
```
16
Properties=species:S:1:pos:R:3:nbo_charge:R:1
C 2.902 -0.305 0.512 0.014
C -2.053 -1.128 -0.374 -0.614
C -0.271 2.188 -0.047 -0.795
C -0.507 -1.151 -0.169 -0.738
N 1.901 0.215 -0.002 -0.764
P 0.558 0.172 -0.967 0.954
H 3.440 0.339 1.134 0.144
H 3.304 -1.300 0.476 0.139
H -2.266 -1.018 -1.479 0.203
H -2.629 -2.045 -0.039 0.219
H -2.573 -0.281 0.022 0.215
H -0.835 1.900 0.846 0.190
H -0.883 2.818 -0.797 0.199
H 0.423 2.828 0.296 0.185
H -0.142 -2.141 -0.363 0.232
H -0.370 -1.092 0.951 0.216
```

Frontier orbital gap: 8.755 eV
LUMO: 0.9 eV

---

*B*
The following is a DFT calculation (ωB97M-V with the def2-TZVPD basis set) of one molecule with the formula C4H10NP.

XYZ file:
```
16
Properties=species:S:1:pos:R:3:nbo_charge:R:1
C -0.991 0.017 0.018 0.321
C -2.180 -0.889 0.035 -0.660
C -1.293 1.394 -0.342 -0.709
C 2.873 -0.749 -0.033 -0.911
N 0.176 -0.374 0.300 -0.729
P 1.591 0.630 -0.036 0.666
H -2.443 -0.944 -1.027 0.228
H -2.927 -0.309 0.651 0.217
H -1.917 -1.885 0.404 0.238
H -2.407 1.562 -0.040 0.225
H -1.140 1.496 -1.515 0.247
H -0.506 2.084 0.173 0.239
H 2.394 -1.590 0.317 0.239
H 3.534 -0.534 0.755 0.223
H 3.521 -0.892 -0.942 0.229
H 1.717 0.983 1.283 -0.063
```

Frontier orbital gap: 9.250 eV
SMILES: CPN=C(C)C
LUMO: 1.0 eV

---

*C*
The following is a DFT calculation (ωB97M-V with the def2-TZVPD basis set) of a 2-piece molecular cluster, C4H10NP overall.

XYZ file:
```
16
Properties=species:S:1:pos:R:3:nbo_charge:R:1
C 1.064 0.701 -2.325 -0.199
C 1.849 0.601 -3.662 -0.421
C 0.694 -0.221 -3.187 -0.206
C -0.381 0.166 3.286 -0.411
N -1.221 -0.885 2.629 -0.935
P -2.119 -0.520 1.197 0.498
H -1.826 -1.652 0.552 -0.056
H 0.778 1.258 -1.422 0.231
H 1.668 1.428 -4.356 0.181
H 2.861 0.253 -3.566 0.184
H -0.025 -1.107 -3.374 0.231
H -0.040 0.923 2.606 0.198
H -0.950 0.694 4.015 0.179
H 0.500 -0.261 3.845 0.197
H -1.917 -1.247 3.375 0.373
H -0.937 -0.132 0.390 -0.043
```

Frontier orbital gap: 9.474 eV
SMILES: C1=CC1.CNP
LUMO: 1.0 eV

---

Relative energies in kcal/mol: *A* 38.6; *B* 0.0; *C* 71.7

---

*A*
The following is a DFT calculation (ωB97M-V with the def2-TZVPD basis set) of an isolated ion of composition CH4BrN2 and charge +1.

XYZ file:
```
8
Properties=species:S:1:pos:R:3:nbo_charge:R:1
C -0.132 -0.845 0.292 0.388
N 0.472 -0.539 -0.919 -0.746
N -0.422 0.136 1.054 -0.729
Br -0.288 -2.517 0.930 0.304
H 0.731 0.443 -1.256 0.442
H 0.483 -1.198 -1.613 0.423
H 0.044 1.107 1.000 0.464
H -1.035 -0.156 1.873 0.454
```

Frontier orbital gap: 11.429 eV
Net charge: +1
SMILES: NC(=[NH2+])Br
LUMO: -4.7 eV

---

*B*
The following is a DFT calculation (ωB97M-V with the def2-TZVPD basis set) of CH4BrN2 as an isolated structure.

XYZ file:
```
8
Properties=species:S:1:pos:R:3:nbo_charge:R:1
C 1.339 -0.279 0.306 0.372
N -1.532 0.920 -0.017 -0.917
N 2.176 -0.958 -0.183 -0.468
Br -1.081 -0.853 -0.072 0.388
H 0.867 0.643 0.777 0.320
H -2.278 1.114 0.641 0.419
H 2.076 -1.931 -0.547 0.480
H -1.566 1.343 -0.905 0.405
```

Frontier orbital gap (alpha / beta): 9.100 / 9.100 eV
Net charge: +1
LUMO (alpha / beta): -5.5 / -5.5 eV

---

Relative energies in kcal/mol: *A* 0.0; *B* 71.9